[1]
2 unconnected molecules or ions with the total composition C4H14N at a distorted geometry, computed with the ωB97M-V functional and the def2-TZVPD basis.

Last column: natural (NBO) charge in e.
Cartesian coordinates (Å):
C: -0.972061 0.452082 1.296040  -0.222
C: -0.296186 -0.723138 2.061416  -0.659
N: -2.147808 -0.033819 0.401897  -0.721
H: -1.332774 1.020914 2.159150  0.273
H: -0.228837 0.993394 0.646585  0.191
H: 0.733131 -0.492085 2.112143  0.247
H: -0.440096 -1.731014 1.609370  0.235
H: -1.872889 -0.612136 -0.380710  0.433
H: -2.826141 -0.533144 1.158592  0.496
H: -2.657663 0.761838 -0.125061  0.468
H: -0.570973 -0.658819 3.131236  0.268
C: 1.511394 -0.501474 -1.826287  -0.598
C: 1.647149 0.960975 -1.846663  -0.497
H: 1.632099 -1.203393 -2.726126  0.459
H: 2.212261 -1.020631 -1.154822  0.312
H: 0.513365 -0.786889 -1.522385  0.278
H: 0.910765 1.434662 -2.358092  0.259
H: 1.518736 1.240072 -0.673318  0.418
H: 2.666529 1.432604 -1.962965  0.360

Forces on atoms 1 to 2 (eV/Å):
0.9 -0.8 -0.1
-1.0 -0.1 -0.2

The calculation puts the energy relative to the best compared isomer or geometry (same formula, charge and spin) at 43.0 kcal per mole. The HOMO energy (spin up / spin down) comes out at -0.7489 / -0.7488 hartree. As for the spin multiplicity: 2. The value obtained for the LUMO energy (spin up / spin down) is -7.52 / -14.80 eV. As for the charge: +2.

[2]
2 unconnected molecules or ions with the total composition C7H10N2O at a distorted geometry, computed with the ωB97M-V functional and the def2-TZVPD basis.

Last column: natural (NBO) charge in e.
Cartesian coordinates (Å):
C: -3.239869 -0.247878 -0.096121  -0.631
C: -3.741613 0.893789 -0.920696  -0.036
C: -4.916193 0.945545 -1.627037  -0.071
N: -4.938747 2.115086 -2.353774  -0.493
C: -3.879442 2.898210 -2.048390  0.223
C: -3.711737 4.265250 -2.614708  -0.654
C: -3.081460 2.152771 -1.175470  -0.278
C: -1.836765 2.574982 -0.638628  0.343
N: -0.939112 3.132712 -0.142331  -0.392
H: -3.104843 0.045981 0.955320  0.229
H: -3.953102 -1.081585 -0.124994  0.221
H: -2.271548 -0.615209 -0.466499  0.225
H: -5.740973 0.239966 -1.671360  0.217
H: -5.695860 2.396890 -2.963420  0.416
H: -3.537193 4.217655 -3.699238  0.229
H: -4.613887 4.870683 -2.445135  0.226
H: -2.862630 4.777023 -2.147706  0.248
O: 1.182450 1.609991 0.665446  -0.974
H: 0.639163 2.384684 0.330619  0.495
H: 1.227377 0.956048 -0.037308  0.458

Forces on atoms 1 to 2 (eV/Å):
0.0 -0.1 0.3
-0.3 0.3 -0.3

The calculation puts the energy relative to the best compared isomer or geometry (same formula, charge and spin) at 15.1 kcal per mole. The HOMO energy comes out at -0.3230 hartree. As for the spin multiplicity: 1. The value obtained for the LUMO energy is 0.55 eV.

[3]
C5H9NO in the gas phase, computed with the ωB97M-V functional and the def2-TZVPD basis.

Last column: natural (NBO) charge in e.
Cartesian coordinates (Å):
C: -0.037034 -0.517864 1.715753  -0.632
C: 1.033191 -0.066341 0.740813  -0.074
N: 1.464962 -1.027303 -0.276909  -0.598
C: 0.755026 0.179834 -0.694436  -0.080
C: -0.620954 -0.031438 -1.274950  -0.536
C: -1.629085 1.011487 -0.864050  0.445
O: -1.366444 2.019027 -0.250859  -0.524
H: -0.100889 -1.609496 1.724283  0.223
H: 0.185054 -0.176702 2.730574  0.220
H: -1.019934 -0.113307 1.454173  0.211
H: 1.809042 0.569275 1.166472  0.196
H: 2.460234 -0.948203 -0.462687  0.355
H: 1.334554 0.972477 -1.167109  0.201
H: -1.001746 -1.022306 -0.996262  0.245
H: -0.589604 -0.033569 -2.374807  0.241
H: -2.676373 0.794429 -1.170001  0.107

Forces on atoms 1 to 2 (eV/Å):
0.0 0.0 0.0
0.0 0.2 0.2

The calculation puts the energy relative to the best compared isomer or geometry (same formula, charge and spin) at 47.0 kcal per mole. The HOMO energy comes out at -0.3553 hartree. As for the spin multiplicity: 1. The value obtained for the LUMO energy is 1.05 eV.

[4]
6 unconnected molecules or ions with the total composition C19H51ClN5O12 at a distorted geometry, computed with the ωB97M-V functional and the def2-TZVPD basis.

Last column: Löwdin charge in e.
Cartesian coordinates (Å):
Cl: -2.170804 0.142862 2.454604  0.589
O: -2.508554 1.139042 1.515764  -0.391
O: -3.336674 -0.108728 3.249874  -0.382
O: -1.476254 -0.990088 1.820024  -0.412
O: -1.097014 0.598142 3.277694  -0.403
C: 3.050176 -1.075458 8.024834  -0.105
O: 2.688476 -2.303068 8.609604  -0.167
C: 3.298886 -3.494948 8.243374  -0.269
C: 3.963386 -4.356728 9.275044  -0.188
N: 5.074316 -3.691528 9.970744  -0.078
C: 6.262996 -3.254698 9.345274  -0.245
C: 7.298646 -2.561518 10.166094  -0.198
O: 7.912296 -3.324148 11.224734  -0.193
C: 9.074996 -2.786788 11.821744  -0.130
H: 4.076116 -0.716848 8.108124  0.077
H: 2.407076 -0.240868 8.304064  0.087
H: 2.838456 -1.202268 6.963134  0.087
H: 3.876086 -3.546068 7.320154  0.121
H: 2.400636 -3.988008 7.871684  0.125
H: 4.415326 -5.206228 8.763004  0.111
H: 3.172016 -4.736518 9.921264  0.121
H: 5.286906 -4.358358 10.698924  0.109
H: 6.079846 -2.757898 8.392514  0.125
H: 6.642966 -4.223448 9.020844  0.118
H: 6.769346 -1.765898 10.690434  0.125
H: 8.071896 -2.190138 9.493584  0.123
H: 9.491826 -3.491458 12.541334  0.080
H: 8.731976 -1.926578 12.396614  0.084
H: 9.984356 -2.556388 11.266704  0.081
C: 1.392976 6.681912 -4.104426  -0.096
O: 1.062836 5.484042 -4.850536  -0.171
C: -0.159514 4.894232 -4.520326  -0.251
C: 0.014466 3.953392 -3.331296  -0.186
N: 0.653416 2.625622 -3.656736  -0.057
C: 1.053806 1.910022 -2.489856  -0.219
C: 1.578496 0.390542 -2.542126  -0.205
O: 2.432476 0.285872 -3.648956  -0.168
C: 2.507436 -1.042688 -4.241236  -0.101
H: 2.140876 7.342722 -4.542676  0.082
H: 1.834666 6.413872 -3.144656  0.068
H: 0.553876 7.221652 -3.665466  0.082
H: -0.341874 4.147372 -5.293006  0.115
H: -1.034964 5.510692 -4.316196  0.121
H: -0.995274 3.847492 -2.934656  0.111
H: 0.673146 4.539252 -2.690206  0.110
H: 0.210146 2.078702 -4.380946  0.109
H: 0.187946 1.894342 -1.827936  0.105
H: 1.797166 2.407782 -1.867146  0.107
H: 0.656706 -0.190698 -2.566186  0.106
H: 1.982556 0.131892 -1.563386  0.117
H: 3.076676 -1.163248 -5.162936  0.073
H: 1.591216 -1.475508 -4.642876  0.072
H: 2.933196 -1.826398 -3.614646  0.078
C: -3.607034 2.082622 -8.890806  -0.123
O: -4.243854 0.839142 -8.869506  -0.207
C: -4.468804 0.249082 -7.578876  -0.181
C: -3.114664 -0.389738 -7.134856  -0.237
N: -3.164204 -0.939918 -5.792436  -0.022
C: -3.826234 -2.317568 -5.863276  -0.201
C: -3.801194 -2.958788 -4.521076  -0.258
O: -2.496164 -2.971798 -4.045626  -0.195
C: -2.252694 -3.554368 -2.812556  -0.099
H: -3.835704 2.558612 -7.937266  0.084
H: -3.905294 2.598462 -9.803526  0.093
H: -2.528264 2.028282 -8.744456  0.074
H: -5.130064 -0.612968 -7.491086  0.102
H: -4.907294 1.023532 -6.949546  0.116
H: -2.280514 0.310022 -7.185986  0.106
H: -2.891874 -1.013438 -8.000576  0.115
H: -2.252854 -1.277518 -5.517516  0.089
H: -3.355254 -2.900438 -6.654816  0.112
H: -4.811494 -2.303868 -6.329296  0.107
H: -4.182984 -3.975488 -4.614136  0.123
H: -4.544704 -2.426408 -3.927886  0.128
H: -1.244344 -3.228748 -2.557016  0.090
H: -2.138164 -4.622218 -2.998746  0.085
H: -2.978464 -3.298168 -2.040716  0.101
C: -5.949124 2.978482 -2.745056  -0.790
O: -6.685884 3.247322 -3.706226  -0.010
N: -6.088764 3.468752 -1.555336  0.164
N: -4.907324 2.213942 -2.853036  0.166
H: -5.492604 3.360372 -0.747286  0.120
H: -7.019034 3.818572 -1.375556  0.118
H: -4.935884 1.576762 -3.636156  0.113
H: -4.308604 2.029402 -2.060826  0.116
O: -6.888134 2.815062 3.156184  -0.058
H: -7.665514 2.331572 3.435754  0.023
H: -6.179174 2.173162 3.195744  0.032

Forces on atoms 1 to 2 (eV/Å):
3.6 -1.0 0.7
-0.8 1.2 -2.0

The calculation puts the energy relative to the best compared isomer or geometry (same formula, charge and spin) at 80.8 kcal per mole. The HOMO energy comes out at -0.2059 hartree. As for the spin multiplicity: 1. The value obtained for the LUMO energy is 2.09 eV. As for the charge: -1.

[5]
7 unconnected molecules or ions with the total composition C17H32N8OP at a distorted geometry, computed with the ωB97M-V functional and the def2-TZVPD basis.

Last column: natural (NBO) charge in e.
Cartesian coordinates (Å):
C: -0.454191 2.335879 0.593782  -0.409
N: 0.087051 1.328449 1.523098  -0.622
C: 0.643473 0.222709 0.764408  -0.550
P: 1.011616 -1.154082 1.869585  1.302
N: 1.725098 -0.741295 3.341482  -0.727
C: 0.801889 -0.316055 4.439101  -0.439
C: 2.877081 0.014354 3.078075  0.706
C: 3.538647 0.826840 4.151662  -0.723
O: 3.350510 -0.037208 1.945511  -0.607
H: 0.296471 2.659587 -0.120864  0.199
H: -0.799465 3.186936 1.167591  0.217
H: -1.296431 1.897378 0.075833  0.200
H: 0.830559 1.755006 2.058710  0.354
H: 1.566941 0.463511 0.236746  0.254
H: -0.074432 -0.119375 0.024252  0.268
H: 1.874508 -2.042377 1.243209  0.043
H: -0.156934 -1.815238 2.231792  0.034
H: -0.029447 -1.006707 4.484075  0.267
H: 0.419951 0.687129 4.286284  0.210
H: 1.327645 -0.350265 5.382380  0.230
H: 3.452244 1.880006 3.912045  0.265
H: 3.175730 0.625518 5.148777  0.239
H: 4.592690 0.575712 4.098882  0.271
C: 4.899070 -3.068485 2.729555  -0.714
C: 5.241086 -4.067609 3.728516  0.266
N: 5.503798 -4.848336 4.524198  -0.294
H: 5.763003 -2.458469 2.472629  0.263
H: 4.538222 -3.540040 1.816462  0.250
H: 4.116330 -2.409016 3.096916  0.229
C: -1.937221 -0.086251 -3.095494  -0.744
C: -0.716684 0.559728 -2.648560  0.331
N: 0.254893 1.059074 -2.296523  -0.403
H: -1.710154 -0.905580 -3.775460  0.270
H: -2.490867 -0.496858 -2.252879  0.259
H: -2.585033 0.621459 -3.611563  0.282
C: -2.066816 3.189321 -5.731486  -0.732
C: -3.247166 2.611557 -5.110138  0.317
N: -4.184125 2.161670 -4.626020  -0.371
H: -2.288962 4.187283 -6.105102  0.276
H: -1.252796 3.262973 -5.011818  0.257
H: -1.737332 2.575125 -6.567323  0.262
C: 2.720989 -1.597548 -3.516200  -0.731
C: 1.552653 -2.173169 -2.870798  0.322
N: 0.624207 -2.613159 -2.361155  -0.381
H: 2.489720 -0.603597 -3.895095  0.268
H: 3.545512 -1.513194 -2.811087  0.258
H: 3.042989 -2.221344 -4.347736  0.266
C: -1.796331 -5.060137 3.591624  -0.731
C: -1.382100 -3.843877 4.273880  0.333
N: -1.092655 -2.882242 4.828966  -0.389
H: -2.865270 -5.218842 3.718659  0.272
H: -1.583446 -4.998709 2.525862  0.255
H: -1.270333 -5.921529 3.998570  0.271
C: -6.596738 4.604096 -4.076312  -0.730
C: -6.242760 5.503467 -5.161344  0.289
N: -5.950392 6.219224 -6.007460  -0.335
H: -7.675118 4.558645 -3.936775  0.255
H: -6.233801 3.598910 -4.282919  0.271
H: -6.147572 4.939047 -3.143005  0.249

Forces on atoms 1 to 2 (eV/Å):
0.1 -0.1 0.5
-0.1 -0.2 -0.1

The HOMO energy comes out at -0.4759 hartree. As for the spin multiplicity: 1. The value obtained for the LUMO energy is -2.51 eV. As for the charge: +1.